Arrangement a

# C2H3F3O

2 unconnected molecules or ions with the total composition C2H3F3O (the ωB97M-V functional and the def2-TZVPD basis, the OMol25 dataset).

net charge = 0
gap between HOMO and LUMO (spin up / spin down) = 9.846 / 6.446 eV

Element x y z (Å)
C -1.48 0.31 -0.29
C 1.47 0.06 0.11
O -1.71 -0.97 -0.05
F 2.12 0.68 -1.01
F 2.04 -1.17 0.13
F 2.03 0.69 1.16
H -1.34 1.08 0.51
H -1.57 0.63 -1.38
H -1.57 -1.31 0.82

Löwdin atomic charge list, values in e, 4 entries: number 1, C, carries -0.020; number 2, C, carries -0.341; number 3, O, carries -0.006; number 4, F, carries -0.032

---

Arrangement b

# C2H3F3O

A single C2H3F3O molecule (the ωB97M-V functional and the def2-TZVPD basis, the OMol25 dataset).

net charge = 0
gap between HOMO and LUMO = 12.206 eV
structure (SMILES) = FOCC(F)F

Element x y z (Å)
F -2.57 0.10 -0.06
O -1.31 0.63 0.10
C -0.45 -0.45 0.00
C 1.03 0.24 0.04
F 1.12 0.89 -1.08
F 1.21 1.11 1.13
H -0.38 -0.94 -1.05
H -0.41 -1.13 0.81
H 1.76 -0.44 0.10

Löwdin atomic charge list, values in e, 4 entries: number 1, F, carries -0.038; number 2, O, carries -0.033; number 3, C, carries -0.116; number 4, C, carries -0.334

---

Top of the stability list: arrangement a, leading by 12.0 kJ/mol.

---

Arrangement a

# C4H7NO3

A molecular structure, C4H7NO3 (the ωB97M-V functional and the def2-TZVPD basis, the OMol25 dataset).

net charge = 0
gap between HOMO and LUMO = 9.098 eV

Element x y z (Å)
C -1.17 0.02 1.11
C 0.38 0.46 0.88
C 0.90 -0.89 0.31
C 0.70 0.45 -1.83
H -2.13 1.85 0.31
H -1.52 -1.12 0.48
H -1.28 -0.37 2.27
H 0.96 0.90 1.90
H 0.64 1.43 0.24
H 2.33 -1.00 -1.48
H 1.65 0.74 -2.86
N 1.46 -0.43 -0.98
O -2.09 1.15 1.09
O 0.68 -2.14 0.97
O -0.56 1.03 -1.65

Löwdin atomic charge list, values in e, 4 entries: number 1, C, carries -0.264; number 2, C, carries -0.158; number 3, C, carries -0.253; number 4, C, carries -0.184

---

Arrangement b

# C4H7NO3

A single C4H7NO3 molecule (the ωB97M-V functional and the def2-TZVPD basis, the OMol25 dataset).

net charge = 0
gap between HOMO and LUMO = 10.146 eV
structure (SMILES) = NC(=O)[C@]1(O)C[C@@H]1O

Element x y z (Å)
N 2.50 -0.37 -0.10
C 1.08 -0.65 -0.04
O 0.60 -1.75 0.10
C -0.04 0.36 -0.12
O 0.23 1.72 -0.68
C -1.08 0.56 0.92
C -1.42 -0.09 -0.46
O -1.79 -1.58 -0.62
H 3.12 -1.24 -0.25
H 2.45 0.48 -0.67
H -0.01 2.51 -0.05
H -1.44 1.55 1.13
H -1.11 -0.20 1.86
H -2.08 0.61 -0.91
H -1.01 -1.92 -0.13

Löwdin atomic charge list, values in e, 4 entries: number 1, N, carries 0.147; number 2, C, carries -0.387; number 3, O, carries 0.070; number 4, C, carries -0.355

---

Top of the stability list: arrangement b, leading by 466.3 kJ/mol.

---

Arrangement a

# C4H7NO3

A single C4H7NO3 molecule (the ωB97M-V functional and the def2-TZVPD basis, the OMol25 dataset).

net charge = 0
gap between HOMO and LUMO = 5.982 eV

Element x y z (Å)
O 1.19 1.53 -0.87
C 0.67 0.31 -1.67
N -0.58 -0.21 -1.30
C -0.39 -0.36 -0.01
C -0.83 0.79 0.93
O 0.16 1.38 1.64
C -0.20 -1.74 0.78
O 0.80 -2.45 0.34
H 0.60 0.82 -2.63
H 1.54 -0.37 -1.63
H -0.07 -1.39 1.83
H -1.12 1.58 0.19
H -1.75 0.56 1.51
H 1.13 1.83 0.11
H -1.16 -2.28 0.76

Löwdin atomic charge list, values in e, 4 entries: number 1, O, carries -0.134; number 2, C, carries -0.192; number 3, N, carries 0.206; number 4, C, carries -0.047

---

Arrangement b

# C4H7NO3

A molecular structure, C4H7NO3 (the ωB97M-V functional and the def2-TZVPD basis, the OMol25 dataset).

net charge = 0
gap between HOMO and LUMO = 9.113 eV

Element x y z (Å)
C 2.82 -0.83 -0.04
C 0.65 0.22 0.04
C -0.83 0.10 -0.03
C -1.72 1.31 0.14
H 3.27 0.85 -0.01
H 3.16 -1.37 -1.56
H 3.19 -1.87 0.96
H -2.89 1.02 -0.25
H -1.00 2.14 -0.75
H -1.61 2.16 1.51
H -3.12 -1.97 0.11
N -1.53 -1.06 -0.13
O 1.42 -1.00 0.30
O 1.14 1.39 -0.20
O -2.94 -1.08 -0.09

Löwdin atomic charge list, values in e, 4 entries: number 1, C, carries -0.177; number 2, C, carries -0.319; number 3, C, carries -0.321; number 4, C, carries -0.098

---

Arrangement c

# C4H7NO3

A single C4H7NO3 molecule (the ωB97M-V functional and the def2-TZVPD basis, the OMol25 dataset).

net charge = 0
gap between HOMO and LUMO = 10.807 eV
structure (SMILES) = CCC(=O)NC(=O)O

Element x y z (Å)
C 0.08 0.47 -1.81
C -0.07 1.40 -0.63
C 0.58 0.82 0.70
O 1.22 1.55 1.49
N 0.54 -0.57 1.05
C -0.60 -1.39 0.84
O -1.67 -1.37 0.26
O -0.31 -2.48 1.63
H 0.80 -0.43 -1.77
H -0.93 0.15 -2.13
H 0.50 1.05 -2.66
H 0.42 2.30 -0.87
H -1.17 1.63 -0.51
H 1.17 -0.80 1.90
H -0.57 -2.33 2.50

Löwdin atomic charge list, values in e, 4 entries: number 1, C, carries -0.135; number 2, C, carries -0.149; number 3, C, carries -0.342; number 4, O, carries 0.039

---

Arrangement d

# C4H7NO3

A single C4H7NO3 molecule (the ωB97M-V functional and the def2-TZVPD basis, the OMol25 dataset).

net charge = 0
gap between HOMO and LUMO = 10.263 eV
structure (SMILES) = O=C(O)[C@H](O)N1CC1

Element x y z (Å)
O -3.04 0.43 -0.10
C -2.06 -0.15 0.25
O -1.90 -1.47 0.22
C -0.69 0.59 0.51
O -0.63 1.63 -0.37
N 0.39 -0.42 0.16
C 1.41 -0.40 -0.93
C 1.78 -0.22 0.52
H -0.96 -1.73 0.39
H -0.46 1.09 1.54
H -0.91 1.53 -1.29
H 1.36 0.60 -1.47
H 1.60 -1.26 -1.45
H 2.32 -1.04 1.02
H 1.81 0.84 1.00

Löwdin atomic charge list, values in e, 4 entries: number 1, O, carries 0.136; number 2, C, carries -0.477; number 3, O, carries 0.097; number 4, C, carries -0.271

---

Top of the stability list: arrangement c, leading by 172.7 kJ/mol.

---

Arrangement a

# C4H6N2O

A molecular structure, C4H6N2O (the ωB97M-V functional and the def2-TZVPD basis, the OMol25 dataset).

net charge = 0
gap between HOMO and LUMO (spin up / spin down) = 7.734 / 7.733 eV

Element x y z (Å)
N -1.81 0.48 0.36
C -0.48 0.36 0.42
C 0.01 -0.97 0.21
O -0.75 -1.93 -0.06
N 1.36 -0.84 -0.09
C 1.73 0.48 0.04
C 0.64 1.26 0.27
H -2.17 -0.41 -0.56
H -2.08 1.41 0.05
H -1.83 -1.29 -0.85
H 1.98 -1.62 -0.21
H 2.78 0.76 0.01
H 0.63 2.33 0.41

Löwdin atomic charge list, values in e, 4 entries: number 1, N, carries 0.096; number 2, C, carries -0.320; number 3, C, carries -0.431; number 4, O, carries 0.005

---

Arrangement b

# C4H6N2O

A molecular structure, C4H6N2O (the ωB97M-V functional and the def2-TZVPD basis, the OMol25 dataset).

net charge = 0
gap between HOMO and LUMO = 7.963 eV

Element x y z (Å)
O 1.64 2.37 0.74
C 1.02 1.40 0.74
N 1.42 -0.13 -0.58
C 0.46 -1.10 -0.11
C -0.71 -0.21 -0.47
C -1.88 0.20 0.33
N -0.79 1.09 -0.17
H 2.38 -0.49 -0.48
H 0.54 -1.41 0.95
H 0.39 -2.00 -0.74
H 0.23 -0.09 -1.53
H -2.89 0.28 -0.07
H -1.81 0.08 1.41

Löwdin atomic charge list, values in e, 4 entries: number 1, O, carries 0.081; number 2, C, carries -0.073; number 3, N, carries -0.052; number 4, C, carries -0.296

---

Arrangement c

# C4H6N2O

2 unconnected molecules or ions with the total composition C4H6N2O (the ωB97M-V functional and the def2-TZVPD basis, the OMol25 dataset).

net charge = 0
gap between HOMO and LUMO = 8.321 eV

Element x y z (Å)
N -2.25 -0.54 -0.11
C -0.90 -0.25 -0.09
C -0.27 1.10 -0.17
C 1.14 0.83 -0.20
C 1.27 -0.53 -0.10
O 2.40 -1.28 -0.07
N 0.08 -1.20 0.04
H -2.88 0.06 0.41
H -2.41 -1.53 0.05
H -0.77 1.92 -0.66
H 1.93 1.57 -0.29
H 3.16 -0.69 -0.16
H -0.52 0.54 1.35

Löwdin atomic charge list, values in e, 4 entries: number 1, N, carries 0.100; number 2, C, carries -0.458; number 3, C, carries -0.064; number 4, C, carries -0.099

---

Arrangement d

# C4H6N2O

A single C4H6N2O molecule (the ωB97M-V functional and the def2-TZVPD basis, the OMol25 dataset).

net charge = 0
gap between HOMO and LUMO (spin up / spin down) = 7.836 / 7.836 eV

Element x y z (Å)
N -0.82 1.81 0.33
C -0.38 0.53 0.16
C 0.85 0.21 -0.48
O 1.80 1.20 -0.75
C 0.97 -1.25 -0.34
C -0.18 -1.70 0.21
N -1.00 -0.61 0.53
H -0.04 2.44 0.13
H -1.31 2.02 1.19
H 0.79 0.57 -1.57
H 1.80 -1.85 -0.69
H -0.53 -2.71 0.41
H -1.95 -0.67 0.86

Löwdin atomic charge list, values in e, 4 entries: number 1, N, carries 0.158; number 2, C, carries -0.298; number 3, C, carries -0.455; number 4, O, carries -0.182

---

Top of the stability list: arrangement c, leading by 47.5 kJ/mol.